Entry 1:
ORCA calculation (wB97M-V/def2-TZVPD) on 2 unconnected molecules or ions with the total composition C6H10O in a non-equilibrium geometry.

Atoms and positions in Å:
C 0.07722 -1.51485 -1.88561
C 0.13071 -1.32258 -0.57807
C 0.55321 -0.03668 0.03931
C 1.38486 -0.05755 1.07329
C -0.16604 1.19176 -0.43509
C 0.24456 2.42056 -0.16913
H -0.01563 -2.48374 -2.34509
H 0.04552 -0.63183 -2.50032
H -0.09056 -2.10863 0.14150
H 1.96485 0.76682 1.47334
H 1.68858 -0.96992 1.56543
H -0.99643 0.95487 -1.08333
H -0.35873 3.28660 -0.40149
H 1.17944 2.65396 0.30225
O -2.28394 -0.70188 1.61963
H -1.70643 -0.70475 0.83793
H -1.65119 -0.74217 2.34544

Its spin multiplicity is 1. The LUMO energy is 0.37 eV. As for the total charge: 0. The value obtained for the total energy is -309.76761 a.u. The HOMO-LUMO gap comes out at 9.31 eV. The SMILES is C=CC(=C)C=C.O.

Entry 2:
ORCA calculation (wB97M-V/def2-TZVPD) on C6H10O in the gas phase in a non-equilibrium geometry.

Atoms and positions in Å:
C -1.91450 -0.30043 0.14078
C -1.27124 0.99311 -0.46328
C 0.19898 1.26981 -0.00871
C 0.80833 0.35466 -1.00316
C 1.33382 -0.97151 -0.51566
C 2.16089 -0.91043 0.75224
O 1.70072 -0.45271 1.76846
H -1.76510 -0.32800 1.23260
H -1.52371 -1.25202 -0.24150
H -2.99890 -0.37966 -0.01848
H -1.85315 1.85311 -0.11362
H 0.39625 2.31065 -0.30384
H 0.32304 1.16202 1.07587
H -1.12655 1.06540 -1.56611
H 1.86754 -1.52588 -1.29107
H 0.46280 -1.58595 -0.23092
H 3.20081 -1.30216 0.78640

Its spin multiplicity is 1. The LUMO energy is -0.03 eV. As for the total charge: 0. The value obtained for the total energy is -309.69230 a.u. The HOMO-LUMO gap comes out at 8.13 eV.

Entry 3:
ORCA calculation (wB97M-V/def2-TZVPD) on 2 unconnected molecules or ions with the total composition C6H10O in a non-equilibrium geometry.

Atoms and positions in Å:
C -0.79617 2.73246 1.25366
C 0.04770 2.09836 0.48152
C 0.06732 0.74286 0.07282
C -1.09645 0.04796 0.21226
C -1.19309 -1.32967 -0.30617
C -0.89457 -2.48308 0.28430
H -0.92249 3.77746 1.24048
H -1.57621 2.25978 1.89788
H 0.74649 2.75531 -0.16433
H 0.96219 0.46684 -0.41517
H -2.03832 0.46116 0.49143
H -1.58326 -1.41244 -1.41061
H -0.57665 -2.59594 1.22004
H -0.87856 -3.36227 -0.32681
O 2.96532 -1.26984 -1.55046
H 2.55480 -0.88938 -0.78058
H 2.78096 -2.15506 -1.33901

Its spin multiplicity is 1. The LUMO energy is 0.53 eV. As for the total charge: 0. The value obtained for the total energy is -309.74325 a.u. The HOMO-LUMO gap comes out at 9.42 eV. The SMILES is C=C/C=C/C=C.O.

Entry 4:
ORCA calculation (wB97M-V/def2-TZVPD) on 2 unconnected molecules or ions with the total composition C6H10O in a non-equilibrium geometry.

Atoms and positions in Å:
C -1.65246 0.80244 -2.96197
C -0.71001 0.85764 -2.21553
C 0.46598 0.98662 -1.35953
C 0.58123 1.91701 -0.41648
H -2.48551 0.67953 -3.58809
H 1.31228 0.39918 -1.68968
H -0.25854 2.51664 -0.10290
H 1.51587 2.08476 0.09218
C 0.93465 -1.41410 1.94954
C -0.35080 -0.90500 1.31805
O -0.34348 -1.25062 -0.05366
H 0.94880 -1.17946 3.01149
H 1.00622 -2.49165 1.81542
H 1.79161 -0.94754 1.46969
H -1.22354 -1.35436 1.81384
H -0.41594 0.18477 1.42861
H -1.11636 -0.88585 -0.51098

Its spin multiplicity is 1. The LUMO energy is 0.98 eV. As for the total charge: 0. The value obtained for the total energy is -309.74620 a.u. The HOMO-LUMO gap comes out at 10.36 eV. The SMILES is C#CC=C.CCO.

Entry 5:
ORCA calculation (wB97M-V/def2-TZVPD) on C6H10O in the gas phase in a non-equilibrium geometry.

Atoms and positions in Å:
C -0.44028 -1.53994 0.21215
C -0.67054 -0.85933 1.31358
C -0.61588 0.59909 1.34698
O -0.64607 1.47765 0.27945
C 0.51526 1.45050 -0.45022
C 0.93667 0.13521 -1.01841
C -0.04533 -0.98646 -1.09811
H -0.60635 -2.60275 0.25460
H -1.01959 -1.34339 2.22185
H 0.10301 0.97720 2.07653
H -1.66272 0.84822 1.76149
H 1.34564 1.87380 0.13033
H 0.33098 2.12592 -1.27983
H 1.79802 -0.22328 -0.45858
H 1.33292 0.38358 -2.00456
H -0.99834 -0.52160 -1.55969
H 0.34256 -1.79442 -1.72757

Its spin multiplicity is 1. The LUMO energy is 1.02 eV. As for the total charge: 0. The value obtained for the total energy is -309.79149 a.u. The HOMO-LUMO gap comes out at 10.11 eV. The SMILES is C1=CCOCCC1.

Entry 6:
ORCA calculation (wB97M-V/def2-TZVPD) on C6H10O in the gas phase.

Atoms and positions in Å:
O 1.52823 -0.78488 1.33164
C 1.31882 -0.51454 -0.05671
C 1.15198 0.96648 -0.30703
C -0.05468 1.53308 -0.23690
C -1.33525 0.77018 0.01503
C -1.11251 -0.72454 0.29550
C 0.05855 -1.22845 -0.55352
H 1.13356 -0.05449 1.82356
H 2.21736 -0.89578 -0.55259
H 2.03299 1.56075 -0.54160
H -0.15599 2.60497 -0.40577
H -1.96756 0.87519 -0.87767
H -1.89023 1.25327 0.83087
H -0.87910 -0.87707 1.35682
H -2.02640 -1.29512 0.10318
H 0.18753 -2.31468 -0.51590
H -0.10570 -0.96004 -1.60778

Its spin multiplicity is 1. The LUMO energy is 1.00 eV. As for the total charge: 0. The value obtained for the total energy is -309.83744 a.u. The HOMO-LUMO gap comes out at 10.62 eV. The SMILES is O[C@@H]1C=CCCC1.

Entry 7:
ORCA calculation (wB97M-V/def2-TZVPD) on a molecular structure, C6H10O.

Atoms and positions in Å:
C -2.05768 -0.09254 0.33371
C -0.63332 -0.15525 0.82669
O -0.14529 -1.50316 1.02347
C 1.04510 -1.18547 0.30633
C 0.71218 -0.92537 -1.11248
C 0.53210 0.18433 -0.09338
C 1.11122 1.57120 -0.23248
H -2.37164 0.95067 0.21747
H -2.15948 -0.60124 -0.62887
H -2.72661 -0.57386 1.05414
H -0.52669 0.40064 1.77070
H 1.97052 -1.62831 0.65654
H 1.57544 -0.74815 -1.75457
H -0.09645 -1.53632 -1.50812
H 0.44829 2.22645 -0.81693
H 1.25750 2.04792 0.74500
H 2.07660 1.55577 -0.74835

Its spin multiplicity is 1. The LUMO energy is 1.06 eV. As for the total charge: 0. The value obtained for the total energy is -309.78379 a.u. The HOMO-LUMO gap comes out at 10.16 eV.

Entry 8:
ORCA calculation (wB97M-V/def2-TZVPD) on 2 unconnected molecules or ions with the total composition C6H10O.

Atoms and positions in Å:
C -0.01597 1.19686 -1.11728
C -0.98946 0.36523 -0.74676
C -2.04477 1.14210 -0.09183
O -3.14382 1.19073 -0.59179
H 0.46013 1.09888 -2.07574
H 0.23051 2.05720 -0.49628
H -1.25734 -0.56146 -1.24424
H -1.73274 1.79857 0.74732
C -0.23440 -0.82638 1.31829
C 0.70069 -1.44311 0.59446
C 1.96543 -0.77459 0.16799
H -1.20804 -1.26371 1.52096
H -0.05365 0.15633 1.75242
H 0.47769 -2.41564 0.15597
H 2.75939 -1.47969 -0.08975
H 2.33240 -0.07657 0.92656
H 1.75392 -0.16476 -0.73031

Its spin multiplicity is 1. The LUMO energy is 0.91 eV. As for the total charge: 0. The value obtained for the total energy is -309.75114 a.u. The HOMO-LUMO gap comes out at 10.01 eV. The SMILES is C=CC=O.C=CC.

Entry 9:
ORCA calculation (wB97M-V/def2-TZVPD) on 2 unconnected molecules or ions with the total composition C6H10O in a non-equilibrium geometry.

Atoms and positions in Å:
C -1.42686 2.19823 -1.95415
C -1.03147 1.14648 -1.22509
C -0.70865 1.26506 0.21007
C -1.28371 1.95436 1.19826
C 0.58769 0.50723 0.55786
C 1.12914 0.38234 1.77442
H -1.82006 3.07516 -1.46044
H -1.46728 2.05172 -3.02559
H -0.59208 0.29735 -1.73694
H -0.80240 2.42296 2.04092
H -2.30768 2.27029 1.00842
H 0.76933 -0.20166 -0.24557
H 2.01105 -0.24781 1.85126
H 1.11214 1.18802 2.50097
O 2.02696 -5.46553 -0.39693
H 2.48121 -6.29970 -0.47081
H 1.13610 -5.63060 -0.68528

Its spin multiplicity is 1. The LUMO energy is 0.46 eV. As for the total charge: 0. The value obtained for the total energy is -309.74830 a.u. The HOMO-LUMO gap comes out at 8.98 eV. The SMILES is C=CC(=C)C=C.O.

Entry 10:
ORCA calculation (wB97M-V/def2-TZVPD) on a molecular structure, C6H10O.

Atoms and positions in Å:
C -1.39670 -2.00111 -0.45812
O -0.30632 -1.28466 0.08985
C 0.51564 -0.74530 -0.85941
C 0.41229 1.11022 -0.76187
C -0.04404 1.43842 0.65558
C 1.17229 0.64381 1.19493
C 1.50424 0.21305 -0.25006
H -1.79837 -2.63386 0.33667
H -1.06906 -2.61479 -1.30366
H -2.18089 -1.30950 -0.79714
H -0.16794 0.13712 -1.49453
H 0.52292 1.81392 -1.58636
H -0.02121 2.50776 0.88320
H -1.02449 1.03065 0.92278
H 1.94029 1.29968 1.61357
H 0.95777 -0.16909 1.89248
H 2.52469 0.19038 -0.62928

Its spin multiplicity is 1. The LUMO energy is 1.09 eV. As for the total charge: 0. The value obtained for the total energy is -309.68326 a.u. The HOMO-LUMO gap comes out at 9.11 eV.

Entry 11:
ORCA calculation (wB97M-V/def2-TZVPD) on C6H10O in the gas phase.

Atoms and positions in Å:
O -1.34031 -0.71499 -2.00871
C -0.14070 -0.56990 -1.25365
C -0.14107 -1.47914 -0.04789
C 0.26364 -1.10334 1.16480
C 0.69168 0.30567 1.47249
C -0.05477 1.27423 0.55414
C 0.17509 0.90677 -0.91092
H -2.08686 -0.50193 -1.43295
H 0.64102 -0.92618 -1.93057
H -0.46283 -2.50551 -0.22639
H 0.25299 -1.82710 1.97828
H 1.77920 0.40467 1.32389
H 0.49599 0.54582 2.52321
H -1.12376 1.22518 0.80013
H 0.25956 2.30867 0.73019
H -0.43069 1.53309 -1.57497
H 1.22181 1.12397 -1.16109

Its spin multiplicity is 1. The LUMO energy is 1.03 eV. As for the total charge: 0. The value obtained for the total energy is -309.83882 a.u. The HOMO-LUMO gap comes out at 10.54 eV. The SMILES is O[C@@H]1C=CCCC1.

Entry 12:
ORCA calculation (wB97M-V/def2-TZVPD) on 2 unconnected molecules or ions with the total composition C6H10O.

Atoms and positions in Å:
C 1.69511 -0.64482 -0.13133
C 0.69917 0.33421 0.46612
C -0.00069 1.36393 -0.45824
C -1.31683 1.09129 0.28070
O -2.13339 0.12001 -0.42003
C -1.68738 -0.93475 0.26459
C -0.69285 -0.07310 1.06474
H 1.99822 -1.40615 0.59526
H 2.59628 -0.10036 -0.44027
H 1.29577 -1.15421 -1.01241
H 1.19708 0.88116 1.27539
H 0.37454 2.38803 -0.39218
H -0.05247 1.06698 -1.51081
H -1.92092 1.90071 0.68948
H -0.37185 -2.34218 -1.45291
H -0.93980 -2.25852 -0.96093
H -0.73997 -0.23223 2.14281

Its spin multiplicity is 1. The LUMO energy is 0.86 eV. As for the total charge: 0. The value obtained for the total energy is -309.66229 a.u. The HOMO-LUMO gap comes out at 9.21 eV.

Entry 13:
ORCA calculation (wB97M-V/def2-TZVPD) on 2 unconnected molecules or ions with the total composition C6H10O.

Atoms and positions in Å:
C -0.59369 -0.36530 2.24568
C 0.63525 0.08958 1.51862
C 1.02660 -0.38668 0.34005
O 0.27521 -1.25428 -0.40053
C 0.14179 -0.83659 -1.75654
C -0.56671 0.40544 -2.13313
C 0.72979 0.43854 -2.21586
H -0.28877 -0.88948 3.15778
H -1.16897 -1.05881 1.62648
H -1.24572 0.46348 2.54506
H 1.28363 0.81989 1.99564
H 1.98636 -0.11402 -0.09851
H 0.08059 -1.72683 -2.38009
H -1.51303 0.90515 -2.26730
H 1.62734 0.99862 -2.42509
H -0.92921 1.23104 0.37146
H -1.48048 1.28022 -0.12372

Its spin multiplicity is 1. The LUMO energy is 1.23 eV. As for the total charge: 0. The value obtained for the total energy is -309.68549 a.u. The HOMO-LUMO gap comes out at 9.89 eV. The SMILES is C/C=C\OC1C=C1.[H][H].

Entry 14:
ORCA calculation (wB97M-V/def2-TZVPD) on C6H10O in the gas phase in a non-equilibrium geometry.

Atoms and positions in Å:
C -2.09853 -0.23169 0.19139
C -1.12314 0.82309 -0.29141
C -0.01683 1.31583 0.59452
C 0.31755 0.54985 -0.66007
C 0.88653 -0.82471 -0.60945
C 2.55041 -0.93059 0.87207
O 2.32835 -0.85110 -0.41280
H -2.93936 0.25174 0.70284
H -1.64694 -0.92778 0.90633
H -2.51056 -0.81541 -0.63993
H -1.58605 1.57189 -0.93034
H 0.21119 2.37786 0.61245
H 0.13450 0.80870 1.54462
H 0.71347 1.13281 -1.48646
H 0.76996 -1.38923 -1.53418
H 0.48614 -1.41260 0.21877
H 3.52331 -1.44866 0.92166

Its spin multiplicity is 1. The LUMO energy is 0.71 eV. As for the total charge: 0. The value obtained for the total energy is -309.70139 a.u. The HOMO-LUMO gap comes out at 9.12 eV.

Entry 15:
ORCA calculation (wB97M-V/def2-TZVPD) on C6H10O in the gas phase.

Atoms and positions in Å:
C 1.98368 -0.22595 1.00743
C 1.55407 0.77502 0.24777
C 0.42659 0.65882 -0.75342
C -0.95133 1.00900 -0.15947
C -1.41101 -0.34596 0.38185
C -0.83967 -1.31200 -0.65783
O 0.29493 -0.67414 -1.23007
H 1.53247 -1.21193 0.94089
H 2.80494 -0.10766 1.70788
H 2.03349 1.75143 0.31569
H 0.65523 1.29765 -1.61617
H -1.62218 1.34699 -0.95776
H -0.90671 1.78959 0.60604
H -0.96821 -0.53160 1.36641
H -2.49778 -0.42771 0.47593
H -0.52156 -2.26678 -0.22144
H -1.56694 -1.52476 -1.45373

Its spin multiplicity is 1. The LUMO energy is 1.10 eV. As for the total charge: 0. The value obtained for the total energy is -309.82036 a.u. The HOMO-LUMO gap comes out at 10.57 eV. The SMILES is C=C[C@@H]1CCCO1.

So what do the calculations give for energy relative to the best compared isomer or geometry (same formula, charge and spin)? Going down the list: 46.9 94.2 62.2 60.3 31.9 3.1 36.8 57.2 59.0 99.8 2.2 113.0 98.4 88.5 13.8 kcal/mol.